# 1
56
Properties=species:S:1:pos:R:3 method="wB97M-V/def2-TZVPD" multiplicity=2 e_lumo_ev="4.02 / 4.00" s2=0.76 total_charge=-2 e_homo_ev="-1.57 / -1.57" de_lowest_kj_mol=178.5
Sb 0.25595 4.80654 3.34494
Br -2.05212 -0.76732 -2.34511
Ti -1.38393 1.04589 -0.36201
S 1.29062 3.57461 -0.02762
S 3.65061 -1.62319 1.85220
S -3.47428 2.26145 -0.65319
S -1.68890 4.90926 4.52576
S -0.58974 3.45349 0.56068
S 1.57125 3.07097 4.07183
O -0.69754 0.73635 1.38655
N 2.73982 0.90957 1.46762
N 1.78461 -0.80091 0.22632
N -2.91587 -0.28551 0.47467
N -5.81084 1.03020 -0.97516
N -0.70316 2.04092 -2.05541
N -4.22065 -0.24787 0.03793
C 2.62454 -0.37126 1.11303
C 0.53967 -1.46779 3.93945
C 1.50872 1.75433 -3.55414
C 0.33140 -0.31367 3.22095
C 1.34180 0.95291 -2.44763
C 0.75270 3.60479 -5.10812
C -1.16755 -2.60954 2.70533
C 1.30279 -4.28045 -0.88720
C 0.55867 2.72787 -3.90291
C 3.03814 -4.17988 0.79165
C -0.18087 -2.63846 3.66258
C -2.60708 -1.31972 1.17456
C 0.18169 1.14175 -1.69811
C 1.10104 -2.91182 -0.81895
C 2.83913 -2.81156 0.86033
C 1.88004 -2.16083 0.06053
C -1.40457 -1.44838 1.95400
C -0.57847 -0.32048 2.14876
C 2.26016 -4.91381 -0.09426
C -0.56228 2.84106 -3.10854
C -4.51948 0.88484 -0.50547
H 0.86311 0.60838 3.42923
H -0.12779 4.22286 -5.28583
H 2.06928 0.20934 -2.15435
H 1.60800 4.27183 -4.97708
H -1.78587 -3.48267 2.52478
H 2.39643 -5.98621 -0.16390
H 0.93289 3.00855 -6.00524
H 2.39446 1.64790 -4.17413
H 0.34819 -2.41361 -1.41969
H 2.12658 1.59396 1.03042
H -5.91779 1.75749 -1.66130
H -3.37313 -2.08631 1.28438
H -1.34944 3.56151 -3.30244
H 1.27397 -1.46756 4.73664
H 0.70133 -4.86933 -1.56919
H 3.77584 -4.66888 1.41604
H 3.31383 1.20752 2.23506
H -6.25613 0.15517 -1.20355
H 0.01020 -3.54426 4.22431

***

# 2
21
Properties=species:S:1:pos:R:3 method="wB97M-V/def2-TZVPD" multiplicity=3 e_lumo_ev="-2.67 / -7.93" s2=2.02 total_charge=+1 e_homo_ev="-9.72 / -14.59" de_lowest_kj_mol=358.6
N 0.20195 1.12706 -0.97086
N -0.77781 -0.39219 0.82845
C 0.14029 0.27143 -2.11486
C -1.15494 -1.67375 1.33219
C 0.35686 0.17200 0.47104
C 0.23984 2.37250 -0.98956
C -1.50629 -0.40709 2.08287
C 1.46820 -0.73325 0.15574
H 0.61240 2.82986 -1.88213
H -0.92379 -0.15309 2.96081
H 0.70296 -0.57129 -2.17827
H -0.85356 -0.22576 -2.24929
H 0.97864 -1.66530 -0.11509
H 0.29593 0.83015 -3.04421
H -1.96739 -2.08306 0.80042
H -0.35117 -2.34365 1.45974
H 2.18235 -0.30628 -0.51205
H 2.10009 -0.91841 1.03966
H 0.04682 2.93762 -0.06963
H -2.54194 -0.10455 1.91596
H 0.75057 1.03707 1.07908

***

# 3
48
Properties=species:S:1:pos:R:3 method="wB97M-V/def2-TZVPD" multiplicity=5 e_lumo_ev="-0.43 / -2.38" s2=6.03 total_charge=0 e_homo_ev="-8.37 / -8.82"
Os 0.85880 0.09639 1.42842
S -2.23001 -0.62074 -0.04707
S 2.64044 0.43265 2.84579
S 2.70882 0.86168 -0.06737
O -3.41551 -0.20142 0.63473
O -1.72529 -1.95214 0.11250
N -0.04286 2.17632 1.28345
N 5.96615 1.53605 3.88534
N 6.17224 2.20804 -0.49239
N -0.96772 0.35017 0.45553
N -2.04678 2.46073 0.04143
N -2.73637 0.53115 -5.81141
C -2.64143 0.23928 -4.46876
C 5.57932 1.85210 0.42624
C 0.57629 -2.91156 2.07472
C -2.39492 -0.28254 -1.75069
C -0.85226 4.34799 0.92066
C -3.39608 0.56886 -2.20013
C -1.51807 -0.87841 -2.65172
C 3.56108 0.96494 1.43803
C -1.63692 -0.61710 -3.99925
C 1.18192 -2.76062 3.46555
C 5.47248 1.48071 2.84818
C 4.83946 1.41651 1.56855
C -1.91157 3.77119 0.23224
C -1.09520 1.71443 0.56973
C -3.51997 0.82449 -3.55002
C 0.09234 3.48473 1.44342
C 1.15549 -1.92082 1.05780
C 0.79860 -4.32877 1.54554
H 0.81749 -3.54883 4.12612
H -0.50125 -2.74396 2.13553
H 0.36300 -5.06722 2.22076
H -3.60710 0.90838 -6.14278
H 2.27248 -2.82879 3.43024
H 0.69358 -2.09287 0.08105
H -0.77121 5.41653 1.04324
H 0.33998 -4.45698 0.56409
H 0.92355 -1.80465 3.92725
H -4.06934 1.01795 -1.48430
H 2.23568 -2.06686 0.95180
H -2.28457 -0.09587 -6.45414
H 1.86671 -4.54373 1.45457
H 0.95734 3.82424 1.99968
H -0.95686 -1.07984 -4.70383
H -4.30268 1.48308 -3.90643
H -0.75664 -1.55735 -2.29038
H -2.69263 4.39250 -0.19148

***

# 4
21
Properties=species:S:1:pos:R:3 method="wB97M-V/def2-TZVPD" e_lumo_ev=0.57 smiles=CNCCCSS.O total_charge=0 e_homo_ev=-8.59 de_lowest_kj_mol=274.6
S 3.14740 -0.39063 2.14150
S 1.20854 -1.11542 2.19514
O 1.78541 1.26302 -1.46555
N -0.72060 1.25043 -0.05354
C -0.84765 -1.36499 0.38287
C -1.32287 0.00100 0.67715
C 0.68155 -1.37347 0.53288
C -1.33455 1.17198 -1.45548
H -0.96276 -1.48730 -0.78537
H -1.25641 1.96607 0.48114
H -1.61353 2.09600 -1.87202
H -2.10755 0.44295 -1.57981
H -1.14563 0.23665 1.78877
H 0.92119 -0.45315 -0.14735
H -0.46165 0.62690 -2.13723
H 1.74997 1.26935 -0.41352
H -2.34523 -0.12531 0.64666
H 1.29694 -2.11940 0.11138
H 3.76371 -1.37330 1.54200
H 0.92652 1.55299 -1.48356
H -1.36281 -2.07439 0.89397

***

# 5
136
Properties=species:S:1:pos:R:3 method="wB97M-V/def2-TZVPD" e_lumo_ev=-3.93 total_charge=+1 e_homo_ev=-10.19 de_lowest_kj_mol=50.3
Tl -0.03888 -0.69575 -0.16517
S 0.89348 -4.18236 -0.63204
S -2.95884 1.37159 -2.22555
S -4.09344 2.42151 0.30169
P 0.81514 2.72691 0.13610
P 2.63062 -0.55183 -0.05442
P -2.27334 -2.22113 -0.45349
F 1.29425 -5.86652 -2.58950
F 2.96811 -4.54083 -2.22757
F 2.57595 -6.18097 -0.87105
O 0.42869 0.46183 -3.13084
O -0.60720 -0.56209 1.93643
O 1.73254 -3.10566 -0.12011
O 0.37612 -5.06711 0.36862
O -0.04024 -3.66582 -1.63099
O -2.58340 2.78806 3.58440
N -1.94216 1.29795 1.54393
N 3.23876 2.09434 -1.06090
N -0.58911 -0.35993 -2.62352
N -1.85116 1.00313 0.18894
C -2.11092 5.50154 -0.67106
C -2.80753 1.52934 -0.48994
C -2.04546 1.80744 4.33075
C 1.06701 3.40476 1.82011
C -1.53817 0.99929 6.54384
C -0.95987 -1.20748 -3.48941
C 1.62828 4.31930 4.39864
C -2.23457 -3.92053 1.77092
C 3.44985 -1.40883 -1.40860
C -1.26184 4.63332 0.00504
C 2.00009 -5.25665 -1.63970
C -0.84409 -0.26818 4.63813
C -6.03996 -0.18936 1.36899
C -2.45617 -6.31226 1.68011
C -2.46638 -6.25435 0.29479
C 4.27584 -2.91273 2.85955
C -2.31267 -5.14510 2.41487
C 3.01973 -0.44951 2.65715
C -4.84667 -0.99052 -0.56350
C -3.79969 -1.03156 1.58943
C 4.81406 -1.68496 -1.30121
C 1.52668 2.95955 4.15448
C 3.44932 -2.29344 -3.64285
C 3.49012 1.12659 -0.02961
C 4.74757 1.39562 -2.86983
C 2.43739 3.21752 -0.62798
C -4.88723 2.96825 -1.22928
C 5.48487 -2.27109 -2.36141
C -5.98552 -0.43831 0.00650
C 1.46558 5.22498 3.35477
C -2.11058 -2.11747 -3.35767
C 3.23752 -1.21382 1.51051
C 4.05793 -2.14491 3.99853
C -4.93297 -0.46711 2.15506
C -3.72152 -3.32309 -4.71756
C 4.24360 2.39041 -2.03643
C 1.19430 4.77298 2.07301
C 6.20922 2.97810 -3.95116
C -3.87326 -3.38135 -2.33015
C -2.31494 -3.84837 0.38157
C 3.85802 -2.46019 1.62124
C -2.75278 -2.55991 -2.18990
C 4.73246 3.68977 -2.18105
C -2.37651 -5.03314 -0.35232
C -2.03082 5.63297 -2.05096
C -4.36287 -3.75582 -3.57186
C 3.42917 -0.91379 3.89777
C -0.29828 3.91099 -0.69340
C -0.24273 4.02986 -2.08373
C -1.10100 4.88437 -2.75992
C -2.60355 -2.51855 -4.59967
C -4.68800 1.89430 -2.27652
C 4.80575 -2.56213 -3.53847
C -2.10362 1.94921 5.71745
C 1.24255 2.50952 2.86927
C -1.41507 0.67963 3.77843
C 5.70033 3.97592 -3.13583
C -0.89763 -0.12049 6.00934
C 2.76833 -1.73697 -2.57106
C -3.75016 -1.34632 0.22902
C 5.72646 1.68476 -3.80832
C -1.31190 0.45570 2.31867
H -1.03417 4.97283 -3.83698
H -2.50196 2.50640 2.64526
H -0.46624 -1.19066 -4.45942
H 4.34801 0.39723 -2.81069
H 0.47157 1.20382 -2.50760
H -0.44941 -0.86071 6.65900
H -2.95184 -1.22237 2.22839
H 1.54958 6.28862 3.54148
H -2.83257 6.08246 -0.10849
H 2.94559 3.82838 0.12751
H -2.53480 -7.26646 2.18529
H 0.48830 3.46619 -2.65687
H 4.75742 -3.87870 2.93786
H 5.35864 -1.43367 -0.39879
H 1.70786 -1.56988 -2.64111
H -2.31655 -5.01013 -1.43055
H 3.99690 -3.08191 0.74986
H 4.53372 0.80110 -0.04734
H -2.68797 6.31802 -2.57282
H 3.25474 -0.31276 4.78110
H -2.05036 -3.03728 2.36366
H 1.12521 1.44640 2.68903
H -5.23779 -4.38965 -3.63441
H -6.92900 0.24414 1.80995
H -2.24373 -5.18561 3.49462
H 1.82489 4.67776 5.40138
H 6.06650 4.99098 -3.22715
H 3.29580 1.56226 0.95522
H -6.83641 -0.20421 -0.62247
H -4.88236 2.26417 -3.28235
H 2.52989 0.51428 2.59628
H 6.96710 3.20550 -4.68902
H -0.35194 -1.12334 4.19264
H -2.51469 -7.16461 -0.28868
H -4.83554 -1.16720 -1.62859
H 4.38457 4.48664 -1.53914
H -5.94394 3.12571 -1.01288
H -4.94089 -0.24241 3.21459
H 1.64279 2.24730 4.96402
H -1.59985 1.12581 7.61813
H 6.09570 0.89108 -4.44725
H -2.09452 -2.18199 -5.49544
H -4.08097 -3.61424 -5.69571
H -4.37836 -3.73871 -1.44379
H -4.43531 3.90720 -1.54264
H -5.31485 1.02576 -2.08040
H 2.23695 3.84646 -1.48876
H -2.60044 2.82373 6.11877
H 4.37534 -2.51237 4.96627
H -1.34225 4.53634 1.08130
H 5.33473 -3.01203 -4.36891
H 2.91480 -2.53771 -4.55211
H 6.54099 -2.49040 -2.27104
H 1.08808 5.48943 1.26725

***

# 6
11
Properties=species:S:1:pos:R:3 method="wB97M-V/def2-TZVPD" e_lumo_ev=-0.16 smiles="O=c1ccnc[nH]1" total_charge=0 e_homo_ev=-9.84 de_lowest_kj_mol=121.1
O -1.43032 2.05967 -0.15473
N 0.20594 0.71256 -1.13371
N 0.66261 -1.43372 -0.17698
C 0.04162 -0.97397 0.98110
C -0.67808 0.16287 1.06024
C -0.72449 1.08221 -0.07454
C 0.65994 -0.60868 -1.15126
H -1.20276 0.45097 1.96325
H 1.12022 -0.85687 -2.10581
H 0.15523 -1.63123 1.83657
H 1.19010 1.03619 -1.04414

***

Respective F_max values: 0.48, 8.68, 0.31, 6.04, 0.63, 2.04 eV/A.
Respective DFT total energy values: -7268.5501, -345.4110, -2460.8844, -1086.4767, -5755.9615, -339.5356 a.u..